# 1
{
  "formula": "H24HeO12",
  "method": "ωB97M-V/def2-TZVPD",
  "species": ["He", "O", "H", "H", "O", "H", "H", "O", "H", "H", "O", "H", "H", "O", "H", "H", "O", "H", "H", "O", "H", "H", "O", "H", "H", "O", "H", "H", "O", "H", "H", "O", "H", "H", "O", "H", "H"],
  "coordinates": [[0.1839, -0.1768, 0.4259], [0.7244, -1.8141, 3.0910], [-0.1463, -1.4452, 2.9429], [1.0103, -1.4293, 3.9195], [-1.5583, -0.3627, 2.9247], [-1.7879, -0.6546, 2.0425], [-2.3145, -0.6011, 3.4609], [-2.5927, 0.9485, -1.5199], [-1.9251, 1.2534, -0.9054], [-2.7806, 1.7107, -2.0677], [-1.3847, -2.9962, -1.6009], [-0.9294, -3.3317, -2.3731], [-1.5807, -3.7753, -1.0805], [-2.2859, -0.8175, 0.3463], [-2.4662, -0.2383, -0.3942], [-2.0242, -1.6461, -0.0553], [3.2268, -0.6020, -0.6632], [3.3116, -1.5257, -0.4271], [4.1283, -0.2862, -0.7247], [3.0085, -0.6956, 2.2437], [2.2239, -1.1902, 2.4801], [2.7895, -0.2831, 1.4081], [-0.6572, 2.2731, 0.0411], [0.2720, 2.3287, -0.1819], [-0.7253, 2.7016, 0.8943], [-1.3593, -0.5693, -3.5974], [-0.8346, 0.1666, -3.9128], [-1.6918, -0.2802, -2.7477], [-2.4210, 2.4114, 3.1285], [-1.6099, 2.9169, 3.0752], [-2.1488, 1.5050, 2.9851], [2.4099, 0.5413, -3.5539], [2.6114, 0.1548, -2.7017], [2.8664, -0.0162, -4.1841], [1.9962, 2.0938, -0.5821], [2.2492, 1.1841, -0.7396], [2.2122, 2.5475, -1.3968]],
  "nbo_charge": [0.00, -0.97, 0.50, 0.47, -0.98, 0.52, 0.48, -0.99, 0.51, 0.50, -0.95, 0.49, 0.47, -0.99, 0.50, 0.49, -0.98, 0.50, 0.49, -0.99, 0.49, 0.47, -0.99, 0.50, 0.48, -0.96, 0.46, 0.49, -0.95, 0.46, 0.49, -0.95, 0.48, 0.47, -0.96, 0.49, 0.48],
  "e_above_lowest_ev": 0.722,
  "total_charge": 0,
  "multiplicity": 1,
  "fmax_ha_per_bohr": 0.028
}

=====

# 2
{
  "formula": "H24O12",
  "method": "ωB97M-V/def2-TZVPD",
  "species": ["H", "H", "H", "H", "H", "H", "H", "H", "H", "H", "H", "H", "H", "H", "H", "H", "H", "H", "H", "H", "H", "H", "H", "H", "O", "O", "O", "O", "O", "O", "O", "O", "O", "O", "O", "O"],
  "coordinates": [[-0.6236, -0.2427, -0.0245], [0.5403, 0.7262, -0.2218], [-0.1160, 3.6781, -0.5954], [-0.9712, 3.1157, 0.5674], [2.2682, -1.1385, 0.6344], [1.1494, -2.1355, 0.4357], [1.7726, 0.3759, 2.4048], [0.8839, -0.5942, 2.9495], [1.2868, 1.9573, -2.7523], [0.4253, 2.0034, -1.4511], [-4.9518, 0.1644, -0.1503], [-3.7807, 0.2438, -1.1955], [2.1556, -3.7309, -3.0028], [3.4426, -3.0405, -2.9081], [-1.5293, -0.4002, 2.7688], [-2.1956, -1.4145, 3.4594], [-1.7590, 0.3778, -2.7781], [-3.3749, 0.1250, -2.7927], [3.9291, -0.0962, 0.3877], [5.1438, 0.7206, 0.0259], [-2.6161, -4.1932, 0.9144], [-1.4693, -3.2902, 0.3330], [0.5409, 4.2273, 2.0386], [0.6866, 2.8036, 1.6020], [0.2748, -0.1753, -0.3510], [-0.6701, 2.8969, -0.3074], [1.3375, -1.2020, 0.5687], [1.6947, -0.2539, 3.1740], [0.3722, 2.1251, -2.4043], [-4.7126, 0.0824, -1.1334], [2.6143, -3.0108, -2.5185], [-2.4267, -0.6739, 2.9685], [-2.4783, -0.2080, -2.6869], [4.5546, 0.0405, -0.3204], [-1.9379, -3.6060, 1.1674], [0.5398, 3.7427, 1.1946]],
  "nbo_charge": [0.46, 0.45, 0.50, 0.49, 0.44, 0.47, 0.45, 0.46, 0.47, 0.47, 0.48, 0.48, 0.46, 0.46, 0.45, 0.46, 0.50, 0.49, 0.45, 0.47, 0.47, 0.48, 0.47, 0.47, -0.89, -0.97, -0.93, -0.91, -0.95, -0.97, -0.92, -0.91, -0.98, -0.92, -0.95, -0.94],
  "e_above_lowest_ev": 8.474,
  "total_charge": 0,
  "multiplicity": 1,
  "fmax_ha_per_bohr": 0.197
}

=====

# 3
{
  "formula": "H24O12",
  "method": "ωB97M-V/def2-TZVPD",
  "species": ["O", "H", "H", "O", "H", "H", "O", "H", "H", "O", "H", "H", "O", "H", "H", "O", "H", "H", "O", "H", "H", "O", "H", "H", "O", "H", "H", "O", "H", "H", "O", "H", "H", "O", "H", "H"],
  "coordinates": [[-1.0291, -0.1393, 0.1660], [-1.1246, -0.7006, -0.6117], [-0.4182, 0.5506, -0.1164], [-4.3684, -0.6744, -1.9362], [-5.3139, -0.6475, -1.7507], [-4.2951, -0.3257, -2.8318], [-0.9669, -5.0059, -3.1602], [-0.8128, -4.0654, -3.0162], [-1.4725, -5.2818, -2.3874], [1.2356, -1.1968, 2.8688], [0.7353, -0.5678, 3.4009], [2.1422, -0.8726, 2.9133], [-1.6197, 1.1052, 1.8402], [-1.8670, 1.5323, 2.6681], [-1.2757, 0.2471, 2.1127], [3.2782, -1.7695, -0.6019], [3.8163, -2.3369, -1.1653], [3.8918, -1.0916, -0.2973], [2.7873, 0.9213, 0.9440], [2.6261, 1.5756, 0.2550], [3.1649, 1.4321, 1.6689], [-2.6284, 3.2731, 0.9251], [-2.0027, 2.8664, 1.5350], [-2.0722, 3.7731, 0.3172], [-1.6862, 1.1347, -1.0886], [-0.8409, 1.1364, -1.5517], [-2.2285, 1.7555, -1.5881], [2.3159, -0.5594, -2.4216], [2.2443, -0.2529, -1.5106], [3.2656, -0.6183, -2.5753], [3.1167, 4.0139, 0.3260], [2.8513, 3.4433, 1.0560], [2.6867, 3.6251, -0.4439], [-1.5259, -1.8745, 1.7248], [-1.5281, -2.8347, 1.8088], [-1.0812, -1.5702, 2.5239]],
  "nbo_charge": [-0.89, 0.46, 0.44, -0.93, 0.47, 0.46, -0.94, 0.47, 0.47, -0.93, 0.45, 0.47, -0.93, 0.44, 0.49, -0.93, 0.47, 0.47, -0.93, 0.46, 0.47, -0.94, 0.47, 0.46, -0.91, 0.44, 0.45, -0.93, 0.47, 0.46, -0.92, 0.46, 0.46, -0.91, 0.47, 0.45],
  "e_above_lowest_ev": 7.206,
  "total_charge": 0,
  "multiplicity": 1,
  "smiles": "O.O.O.O.O.O.O.O.O.O.O.O",
  "fmax_ha_per_bohr": 0.124
}

=====

# 4
{
  "formula": "H24O12",
  "method": "ωB97M-V/def2-TZVPD",
  "species": ["O", "H", "H", "O", "H", "H", "O", "H", "H", "O", "H", "H", "O", "H", "H", "O", "H", "H", "O", "H", "H", "O", "H", "H", "O", "H", "H", "O", "H", "H", "O", "H", "H", "O", "H", "H"],
  "coordinates": [[2.3402, 2.3872, 0.7653], [1.9820, 1.5607, 0.2089], [2.0544, 3.2340, 0.4151], [3.6033, -0.5962, -1.3431], [2.9888, -1.3420, -1.2238], [3.9659, -0.7204, -0.4507], [-1.4442, 1.1676, -2.4211], [-2.0003, 1.8045, -2.9373], [-0.8891, 0.8666, -3.2120], [0.8128, 0.2169, 0.0139], [0.7869, -0.6290, 0.6626], [-0.1618, 0.2985, -0.1455], [0.9710, 1.3079, 3.1409], [0.4636, 0.5879, 2.7423], [1.3497, 1.6215, 2.1192], [1.9151, -2.4149, 1.6883], [1.0247, -2.3485, 2.1775], [1.5117, -3.0794, 1.0107], [-3.0584, -0.8096, -1.3236], [-3.4458, -1.4454, -1.9296], [-2.5879, -0.1765, -1.8150], [-0.4977, -1.2125, 2.5159], [-1.3134, -1.4361, 2.1074], [-0.8684, -1.2109, 3.3990], [2.5463, 1.5857, -2.3719], [2.6316, 0.8156, -1.9218], [1.9055, 2.0105, -1.8826], [-0.5146, -1.9053, -0.7159], [0.2354, -1.6062, -1.1864], [-1.0555, -1.1049, -0.7466], [-1.9621, 1.1112, -0.1015], [-1.8805, 1.9632, 0.3633], [-2.2845, 1.3295, -0.9839], [-3.0952, -0.6165, 1.5355], [-3.2889, -1.2992, 0.8021], [-2.7404, 0.0847, 1.0446]],
  "nbo_charge": [-0.99, 0.52, 0.48, -0.93, 0.46, 0.48, -0.97, 0.49, 0.52, -1.03, 0.53, 0.49, -0.99, 0.46, 0.49, -0.96, 0.50, 0.46, -0.97, 0.48, 0.48, -0.98, 0.50, 0.49, -0.93, 0.48, 0.44, -0.94, 0.47, 0.47, -0.97, 0.50, 0.49, -0.98, 0.48, 0.48],
  "e_above_lowest_ev": 3.876,
  "total_charge": 0,
  "multiplicity": 1,
  "smiles": "O.O.O.O.O.O.O.O.O.O.O.O",
  "fmax_ha_per_bohr": 0.100
}

=====

no.,gap between HOMO and LUMO (eV),highest occupied orbital energy (Ha)
1,10.7,-0.3899
2,7.5,-0.2908
3,7.9,-0.3042
4,9.1,-0.3608